Molecular formula: C52H35Cl3CsN8O4P
Method: DFT, ωB97M-V with the def2-TZVPD basis set

```
104
Properties=species:S:1:pos:R:3:mulliken_charge:R:1
Cs 1.059 1.055 -0.649 1.36
O 3.566 3.296 -0.294 -0.82
C 3.254 4.506 0.025 0.35
C 3.394 5.584 -0.865 -0.68
C 2.845 6.852 -0.615 -0.35
C 2.216 7.134 0.565 -0.82
C 2.133 6.105 1.509 -0.21
C 2.559 4.776 1.297 0.45
C 2.514 3.754 2.327 -0.98
N 2.045 2.593 2.041 0.13
N 1.931 1.823 3.252 -0.39
C 1.155 0.763 3.124 -0.64
O 0.736 0.237 2.052 -0.38
C 0.856 0.123 4.484 0.36
C 1.760 0.218 5.507 -0.34
C 1.573 -0.377 6.723 -0.83
C 0.370 -1.006 6.981 -0.40
C -0.584 -1.079 5.992 -0.84
C -0.391 -0.489 4.775 0.19
H 3.968 5.306 -1.755 0.30
H 2.950 7.551 -1.399 0.39
H 1.843 8.164 0.749 0.28
H 1.645 6.330 2.409 0.45
H 2.743 3.991 3.323 0.48
H 2.692 0.589 5.202 0.59
H 2.338 -0.379 7.497 0.33
H 0.156 -1.434 7.941 0.40
H -1.573 -1.473 6.184 0.45
H -1.122 -0.689 4.026 0.20
C -8.654 1.367 -0.468 -0.49
C -8.396 0.212 0.221 -0.76
C -7.035 -0.204 0.381 -0.12
C -5.960 0.583 0.028 -0.14
C -6.267 1.789 -0.552 -0.06
C -7.566 2.163 -0.809 -0.45
P -4.172 -0.209 0.182 -0.16
C -3.062 1.297 0.313 1.04
C -2.383 1.395 1.528 -0.89
C -1.435 2.374 1.761 -0.04
C -1.185 3.335 0.779 -0.53
C -1.918 3.259 -0.447 -1.10
C -2.759 2.216 -0.761 -0.44
C -3.935 -0.592 -1.551 0.57
C -4.976 -0.428 -2.460 -0.06
C -4.762 -0.731 -3.809 -0.94
C -3.505 -1.190 -4.177 -0.59
C -2.525 -1.434 -3.249 -0.48
C -2.723 -1.213 -1.869 -0.35
H -9.622 1.741 -0.755 0.38
H -9.208 -0.400 0.556 0.38
H -6.823 -1.090 0.964 0.41
H -5.370 2.376 -0.860 0.19
H -7.772 3.111 -1.250 0.40
H -2.625 0.751 2.354 0.31
H -0.873 2.367 2.702 0.21
H -0.311 4.008 0.869 0.32
H -1.583 3.959 -1.159 0.42
H -3.209 2.122 -1.682 0.75
H -5.918 0.071 -2.300 0.09
H -5.539 -0.745 -4.551 0.36
H -3.405 -1.361 -5.209 0.44
H -1.574 -1.770 -3.656 0.37
O 6.603 -1.254 -6.351 -0.59
N 5.663 -2.040 -6.246 0.93
O 5.413 -2.898 -7.058 -0.59
C 4.758 -1.893 -5.090 0.04
C 4.177 -2.995 -4.648 -0.93
C 3.260 -2.964 -3.543 1.19
C 2.680 -4.109 -2.972 -0.96
C 1.927 -3.950 -1.853 -0.80
C 1.709 -2.694 -1.332 -0.88
N 2.250 -1.590 -1.790 0.24
C 3.038 -1.709 -2.877 -0.30
C 3.756 -0.554 -3.268 0.03
N 3.626 0.512 -2.485 -0.06
C 4.285 1.592 -2.784 -0.45
C 5.064 1.684 -3.962 -0.87
C 5.143 0.618 -4.832 -0.54
C 4.581 -0.584 -4.411 0.56
H 4.387 -3.992 -5.022 0.42
H 2.901 -5.059 -3.470 0.36
H 1.466 -4.807 -1.469 0.58
H 1.126 -2.540 -0.423 0.88
H 4.161 2.374 -2.054 0.79
H 5.464 2.640 -4.151 0.48
H 5.578 0.832 -5.823 0.39
N -2.823 -2.659 4.347 -0.59
C -2.200 -2.997 3.433 -0.19
C -1.702 -3.604 2.226 0.31
C -1.877 -3.092 0.937 1.10
C -1.519 -3.833 -0.183 -0.61
N -0.913 -5.047 -0.082 -0.57
C -0.616 -5.429 1.155 -0.36
C -1.044 -4.798 2.359 -0.45
H -2.323 -2.153 0.687 0.13
H -1.774 -3.366 -1.149 0.29
H -0.129 -6.377 1.212 0.44
H -0.786 -5.198 3.295 0.57
Cl 4.467 -2.227 4.342 -0.11
C 3.776 -2.848 2.755 0.48
Cl 4.235 -1.749 1.383 -0.03
Cl 1.926 -2.682 2.778 0.04
C 4.172 -4.220 2.545 -0.04
N 4.535 -5.289 2.402 -0.44
```

For the highest occupied orbital energy, the calculation gives -1.9 eV. The total charge is -2. The spin multiplicity is 1. The energy above the lowest of the compared OMol25 structures with the same formula, charge and spin is 3.328 eV. The value obtained for the HOMO-LUMO gap is 4.30 eV. Its largest force on an atom is 0.078 hartree/bohr. As for the molecular weight: 1106.1 g mol⁻¹.

Molecular formula: C52H37BrClIN6O3PY
Method: DFT, ωB97M-V with the def2-TZVPD basis set

```
103
Properties=species:S:1:pos:R:3:mulliken_charge:R:1
Y 0.386 -0.300 -0.527 0.21
O -2.373 -3.140 4.595 -0.55
C -1.919 -2.336 3.611 0.56
C -0.665 -1.664 3.650 -0.78
C -0.185 -1.080 2.524 -0.54
N -0.910 -1.089 1.359 1.74
C -2.138 -1.578 1.392 -0.44
Br -3.222 -1.594 -0.179 -0.03
C -2.694 -2.210 2.476 -0.88
H -1.718 -3.255 5.325 0.36
H -0.026 -1.756 4.539 0.44
H 0.812 -0.567 2.373 0.22
H -3.663 -2.678 2.410 0.55
C 4.162 1.145 -2.841 -1.12
C 3.039 1.089 -2.028 -0.26
N 2.634 -0.060 -1.414 1.01
C 3.443 -1.142 -1.480 -0.20
C 4.596 -1.143 -2.283 1.13
C 4.950 0.029 -2.959 -0.66
C 5.445 -2.318 -2.306 -0.88
C 5.127 -3.434 -1.562 -1.01
C 3.956 -3.470 -0.762 1.06
C 3.581 -4.614 -0.047 -0.73
C 2.323 -4.595 0.545 -0.96
C 1.514 -3.474 0.488 -0.25
N 1.839 -2.324 -0.113 0.25
C 3.081 -2.312 -0.746 -0.19
H 4.324 2.082 -3.390 0.47
H 2.478 1.997 -1.809 0.31
H 5.869 0.016 -3.587 0.42
H 6.353 -2.365 -2.913 0.42
H 5.781 -4.276 -1.606 0.48
H 4.264 -5.474 0.044 0.46
H 1.962 -5.498 1.017 0.52
H 0.540 -3.555 0.987 0.38
Cl 2.787 1.058 1.550 -0.06
C 2.318 1.873 3.080 0.02
C 3.313 1.974 4.030 -0.40
C 3.135 2.636 5.261 -0.72
C 1.918 3.258 5.525 -0.74
C 0.883 3.207 4.571 -0.29
C 1.075 2.485 3.362 0.21
P -0.260 2.438 2.060 1.30
C -1.858 2.306 2.922 0.45
C -1.914 1.678 4.172 -0.58
C -3.151 1.625 4.872 -0.73
C -4.314 2.126 4.318 -0.81
C -4.247 2.665 3.017 -0.49
C -3.055 2.722 2.332 -0.71
C -0.425 4.192 1.619 0.70
C 0.476 4.588 0.613 -0.52
C 0.479 5.925 0.140 -0.40
C -0.267 6.900 0.812 -0.71
C -1.158 6.489 1.801 -0.62
C -1.227 5.170 2.243 -0.57
H 4.284 1.516 3.801 0.45
H 3.983 2.738 5.967 0.38
H 1.760 3.736 6.500 0.41
H -0.059 3.790 4.668 0.32
H -1.044 1.161 4.593 0.51
H -3.127 1.179 5.881 0.41
H -5.286 2.099 4.779 0.46
H -5.154 3.003 2.478 0.41
H -3.044 3.135 1.290 0.41
H 1.187 3.875 0.213 0.23
H 1.110 6.235 -0.721 0.39
H -0.162 7.954 0.536 0.40
H -1.804 7.198 2.282 0.45
H -1.825 4.945 3.111 0.35
N -3.058 -9.890 -3.171 -0.41
C -2.393 -8.926 -3.206 -0.10
C -1.685 -7.711 -3.331 0.55
C -1.935 -6.931 -4.474 -0.68
C -1.570 -5.571 -4.502 -0.66
C -0.900 -5.020 -3.401 0.37
C -0.497 -5.842 -2.318 0.02
C -0.932 -7.199 -2.275 -0.63
N -0.689 -3.605 -3.332 0.24
C -0.407 -2.659 -4.339 -0.56
C -0.274 -1.473 -3.694 -0.89
N -0.471 -1.626 -2.327 0.75
C -0.762 -2.923 -2.186 -0.86
H -2.300 -7.420 -5.386 0.41
H -1.835 -4.939 -5.351 0.40
H 0.120 -5.397 -1.495 0.32
H -0.688 -7.803 -1.431 0.48
H -0.240 -2.892 -5.370 0.50
H -0.289 -0.479 -4.126 0.54
H -1.059 -3.451 -1.246 0.71
I -3.498 6.414 -5.191 0.16
C -2.710 4.925 -3.981 0.00
C -1.339 4.620 -4.193 -0.63
C -0.757 3.626 -3.439 -0.44
C -1.531 2.923 -2.506 0.30
C -2.822 3.319 -2.236 -0.06
C -3.437 4.374 -2.914 -0.79
C -0.875 1.861 -1.670 1.13
O -1.457 1.238 -0.739 -0.72
O 0.340 1.492 -1.965 -0.41
H -0.774 5.231 -4.933 0.32
H 0.254 3.281 -3.576 0.42
H -3.362 2.790 -1.450 0.40
H -4.446 4.725 -2.707 0.41
```

For the highest occupied orbital energy, the calculation gives -12.2 eV. The total charge is +2. The spin multiplicity is 1. The energy above the lowest of the compared OMol25 structures with the same formula, charge and spin is 0.000 eV. The value obtained for the HOMO-LUMO gap is 6.31 eV. Its largest force on an atom is 0.072 hartree/bohr. As for the molecular weight: 1156.0 g mol⁻¹.